ORCA calculation (the ωB97M-V functional and the def2-TZVPD basis) on C3H6N2O as an isolated structure at a distorted geometry.

Geometry as XYZ:
```
12
Properties=species:S:1:pos:R:3
O 2.809 -0.010 -0.249
N 0.743 -0.964 0.461
N 0.768 1.042 0.364
C -0.318 0.007 0.554
C -1.388 -0.053 -0.516
C 1.664 0.028 0.092
H 0.753 1.963 -0.039
H -2.036 -0.909 -0.343
H -1.994 0.849 -0.483
H -0.746 0.088 1.559
H 0.679 -1.900 0.101
H -0.933 -0.142 -1.502
```

Computed properties:
Orbital gap = 0.3975 Eh
Total charge = 0
Calculated total energy = -302.6622 Eh
HOMO = -9.95 eV
Relative energy (zero: lowest compared OMol25 entry of this formula, charge and spin) = 0.8399 eV

Quick look at the natural (NBO) charges, all values in e: number 1, O, carries -0.599; number 2, N, carries -0.668; number 3, N, carries -0.662; number 4, C, carries 0.139; number 5, C, carries -0.636; number 6, C, carries 0.781; number 7, H, carries 0.407; number 8, H, carries 0.218; number 9, H, carries 0.219; number 10, H, carries 0.179; number 11, H, carries 0.403; number 12, H, carries 0.217

=====

ORCA calculation (the ωB97M-V functional and the def2-TZVPD basis) on a 2-piece molecular cluster, C3H8O overall at a distorted geometry.

Geometry as XYZ:
```
12
Properties=species:S:1:pos:R:3
O -1.793 1.339 0.409
C 0.982 -1.057 -0.365
C -1.213 0.282 0.259
C 0.034 0.133 -0.492
H 0.529 1.062 -0.787
H -0.887 -0.041 -1.231
H 1.353 -1.311 -1.361
H 0.477 -1.929 0.061
H 1.874 -0.867 0.254
H -1.622 -0.696 0.574
H -0.206 1.701 1.325
H 0.472 1.385 1.353
```

Computed properties:
Orbital gap = 0.3950 Eh
Total charge = 0
SMILES string = [H][H].CCC=O
Calculated total energy = -194.2370 Eh
HOMO = -9.79 eV
Relative energy (zero: lowest compared OMol25 entry of this formula, charge and spin) = 2.6934 eV

Quick look at the natural (NBO) charges, all values in e: number 1, O, carries -0.580; number 2, C, carries -0.623; number 3, C, carries 0.384; number 4, C, carries -0.451; number 5, H, carries 0.242; number 6, H, carries 0.260; number 7, H, carries 0.221; number 8, H, carries 0.214; number 9, H, carries 0.226; number 10, H, carries 0.124; number 11, H, carries 0.050; number 12, H, carries -0.067

=====

ORCA calculation (the ωB97M-V functional and the def2-TZVPD basis) on a 4-piece molecular cluster, C4H17NO3 overall at a distorted geometry.

Geometry as XYZ:
```
25
Properties=species:S:1:pos:R:3
O -2.681 -0.195 1.082
O 1.536 -2.892 0.568
O -0.637 -1.802 2.346
N -0.807 0.581 -0.923
C 1.262 2.114 -1.131
C 1.088 0.456 0.774
C 0.254 1.285 -0.180
C -0.523 -0.327 -2.028
H -0.941 -2.574 2.834
H -3.189 0.608 1.273
H -1.916 0.256 0.592
H -0.169 2.045 0.506
H 1.275 -3.373 -0.209
H 0.487 -0.094 1.493
H 1.789 1.019 1.386
H 1.777 1.574 -1.913
H -1.153 1.470 -1.278
H 0.883 -2.407 1.081
H -1.410 -1.212 2.339
H 0.330 -0.937 -1.727
H 1.891 2.495 -0.322
H 1.755 -0.232 0.246
H -0.339 0.192 -2.976
H -1.376 -0.993 -2.179
H 0.814 2.944 -1.655
```

Computed properties:
Orbital gap = 0.3646 Eh
Total charge = 0
SMILES string = CNC(C)C.O.O.O
Calculated total energy = -443.0356 Eh
HOMO = -9.22 eV
Relative energy (zero: lowest compared OMol25 entry of this formula, charge and spin) = 1.1326 eV

Quick look at the natural (NBO) charges, all values in e: number 1, O, carries -0.985; number 2, O, carries -0.992; number 3, O, carries -0.982; number 4, N, carries -0.652; number 5, C, carries -0.647; number 6, C, carries -0.651; number 7, C, carries -0.037; number 8, C, carries -0.418; number 9, H, carries 0.476; number 10, H, carries 0.461; number 11, H, carries 0.497; number 12, H, carries 0.188; number 13, H, carries 0.477; number 14, H, carries 0.233; number 15, H, carries 0.214; number 16, H, carries 0.211; number 17, H, carries 0.359; number 18, H, carries 0.511; number 19, H, carries 0.506; number 20, H, carries 0.206; number 21, H, carries 0.215; number 22, H, carries 0.220; number 23, H, carries 0.182; number 24, H, carries 0.208; number 25, H, carries 0.199